No. 1
{
  "formula": "C22H50IrO2P2S",
  "method": "ωB97M-V/def2-TZVPD",
  "elements": ["Ir", "C", "O", "C", "O", "P", "C", "H", "C", "H", "C", "H", "C", "P", "H", "H", "C", "H", "C", "H", "H", "H", "C", "H", "H", "H", "C", "H", "H", "H", "C", "H", "H", "H", "C", "H", "H", "H", "C", "H", "H", "H", "C", "H", "H", "H", "C", "H", "C", "H", "H", "C", "H", "H", "H", "C", "H", "H", "H", "C", "H", "H", "H", "C", "H", "H", "H", "H", "H", "C", "S", "C", "H", "H", "H", "H", "H", "H"],
  "positions_angstrom": [[0.093, -0.561, -0.164], [-1.336, 0.205, 0.765], [-2.205, 0.696, 1.378], [1.434, 0.708, -0.395], [2.192, 1.584, -0.541], [1.084, -1.026, 2.054], [2.220, -2.451, 1.731], [2.770, -2.628, 2.665], [2.213, 0.305, 2.746], [2.713, 0.680, 1.836], [0.004, -1.723, 3.395], [-0.558, -2.486, 2.836], [-2.909, -0.024, -2.263], [-1.048, 0.099, -2.229], [-0.835, -1.273, -4.228], [-3.126, -0.961, -1.725], [-0.637, 1.330, -3.553], [-1.088, 0.912, -4.467], [1.435, 1.473, 3.372], [2.105, 2.349, 3.404], [1.129, 1.248, 4.409], [0.550, 1.758, 2.776], [3.292, -0.219, 3.701], [2.869, -0.569, 4.654], [3.980, 0.607, 3.933], [3.898, -1.024, 3.264], [0.784, -2.411, 4.510], [1.504, -3.159, 4.174], [0.067, -2.940, 5.148], [1.297, -1.690, 5.154], [-1.010, -0.767, 4.018], [-1.463, -1.275, 4.881], [-1.815, -0.502, 3.332], [-0.526, 0.152, 4.369], [1.317, -3.650, 1.445], [0.954, -4.102, 2.380], [1.844, -4.405, 0.852], [0.413, -3.361, 0.872], [3.245, -2.110, 0.658], [2.759, -1.831, -0.286], [3.886, -2.981, 0.463], [3.898, -1.276, 0.958], [-3.437, -0.141, -3.698], [-2.954, -0.922, -4.301], [-3.343, 0.816, -4.238], [-4.514, -0.376, -3.653], [-3.652, 1.103, -1.537], [-3.332, 2.101, -1.863], [0.936, -1.633, -3.029], [-3.535, 1.050, -0.452], [-4.725, 1.005, -1.760], [-1.348, -2.652, -2.632], [1.178, -1.530, -1.951], [1.243, -2.619, -3.377], [1.577, -0.897, -3.511], [-0.564, -1.455, -3.179], [-0.875, -3.598, -2.924], [-2.388, -2.674, -2.991], [-1.378, -2.648, -1.532], [0.855, 1.508, -3.802], [1.345, 1.836, -2.877], [0.977, 2.297, -4.559], [1.350, 0.620, -4.199], [-1.257, 2.708, -3.357], [-0.913, 3.205, -2.427], [-2.357, 2.674, -3.382], [-0.924, 3.313, -4.215], [0.588, -3.262, -0.910], [1.296, -2.997, -1.029], [0.548, 4.667, 0.698], [-0.605, 3.507, -0.039], [-2.134, 4.324, 0.429], [1.499, 4.448, 0.200], [0.617, 4.470, 1.771], [0.223, 5.692, 0.501], [-2.050, 4.937, 1.334], [-2.512, 4.925, -0.403], [-2.829, 3.497, 0.614]],
  "max_force_ha_per_bohr": 0.124,
  "energy_ha": -2202.08012,
  "s2": 8.7701,
  "multiplicity": 6,
  "charge": 4,
  "e_lumo_ev": [-12.49, -17.87],
  "gap_ev": [6.5558, 4.0081]
}

=====

No. 2
{
  "formula": "C22H51BeCl7N3O7P",
  "method": "ωB97M-V/def2-TZVPD",
  "elements": ["Be", "C", "C", "C", "O", "C", "N", "H", "H", "H", "H", "H", "H", "H", "H", "H", "H", "H", "H", "C", "C", "C", "O", "C", "N", "H", "H", "H", "H", "H", "H", "H", "H", "H", "H", "H", "H", "P", "O", "O", "O", "O", "C", "C", "C", "C", "C", "C", "N", "O", "C", "C", "C", "H", "H", "H", "H", "H", "H", "H", "H", "H", "H", "H", "H", "H", "H", "H", "H", "H", "H", "Cl", "C", "C", "Cl", "H", "H", "H", "H", "Cl", "C", "C", "Cl", "H", "H", "H", "H", "C", "Cl", "Cl", "Cl", "H"],
  "positions_angstrom": [[2.884, 0.984, 1.283], [-1.483, 1.969, -4.520], [-0.732, 2.421, -3.282], [-1.341, 3.728, -2.692], [-0.993, 4.825, -3.494], [-1.797, 5.985, -3.293], [-0.713, 1.299, -2.233], [-1.625, 1.039, -1.877], [-0.300, 0.415, -2.543], [-0.046, 1.412, -1.467], [-2.458, 1.502, -4.392], [-0.880, 1.294, -5.128], [-1.456, 2.864, -5.144], [0.331, 2.581, -3.460], [-0.933, 3.858, -1.686], [-2.424, 3.608, -2.604], [-1.408, 6.875, -3.784], [-1.860, 6.237, -2.233], [-2.790, 5.827, -3.717], [-1.796, -3.541, 1.827], [-0.806, -3.595, 0.668], [-1.225, -4.653, -0.401], [-0.363, -4.549, -1.502], [-0.299, -5.674, -2.364], [-0.823, -2.217, 0.070], [-1.735, -1.866, -0.203], [-0.370, -1.509, 0.656], [-0.245, -2.024, -0.750], [-1.703, -4.553, 2.230], [-2.808, -3.280, 1.522], [-1.486, -3.001, 2.722], [0.201, -3.659, 1.077], [-2.270, -4.544, -0.700], [-1.046, -5.619, 0.078], [0.285, -5.393, -3.239], [-1.275, -5.913, -2.791], [0.124, -6.494, -1.785], [1.664, -0.203, -0.622], [1.206, -0.491, 0.841], [3.212, -0.361, -0.473], [1.475, 1.343, -0.584], [0.788, -0.928, -1.708], [0.878, 3.099, 5.934], [-0.095, 2.090, 5.375], [-1.513, 2.538, 5.936], [-2.761, 2.013, 5.232], [-2.590, 2.182, 3.738], [-1.271, 1.579, 3.197], [-0.043, 2.112, 3.914], [1.151, 1.830, 3.321], [-1.303, 0.071, 3.273], [-1.179, 1.860, 1.735], [0.293, 0.725, 6.001], [1.932, 2.840, 5.836], [0.660, 3.342, 6.973], [0.750, 3.986, 5.311], [-1.623, 2.005, 6.882], [-1.613, 3.594, 6.184], [-3.590, 2.633, 5.573], [-3.011, 0.985, 5.495], [-2.524, 3.229, 3.437], [-3.440, 1.692, 3.263], [-0.284, -0.304, 3.188], [-1.864, -0.328, 4.120], [-1.969, -0.348, 2.516], [-0.467, 1.211, 1.221], [-2.174, 1.672, 1.330], [-0.845, 2.846, 1.406], [0.105, 0.705, 7.073], [1.326, 0.524, 5.715], [-0.208, -0.163, 5.613], [3.302, -3.950, -3.634], [3.619, -3.027, -2.152], [2.846, -3.459, -0.895], [2.694, -5.231, -0.697], [3.352, -2.000, -2.398], [4.698, -3.014, -2.000], [1.812, -3.304, -1.206], [3.169, -3.074, 0.068], [5.062, 2.202, -3.770], [4.027, 0.797, -3.266], [3.480, 0.067, -4.452], [4.714, -0.792, -5.383], [3.282, 1.227, -2.598], [4.617, 0.142, -2.627], [2.935, 0.751, -5.103], [2.685, -0.624, -4.165], [0.127, -2.575, -4.492], [0.244, -1.133, -5.508], [0.498, -3.996, -5.509], [-1.446, -2.605, -3.604], [0.873, -2.623, -3.702]],
  "max_force_ha_per_bohr": 0.126,
  "energy_ha": -5136.93332,
  "s2": 0.7549,
  "multiplicity": 2,
  "charge": 1,
  "e_lumo_ev": [-6.15, -6.12],
  "gap_ev": [5.6852, 5.7260]
}

=====

No. 3
{
  "formula": "C22H52FN13O25",
  "method": "ωB97M-V/def2-TZVPD",
  "elements": ["C", "C", "C", "O", "O", "C", "C", "C", "N", "C", "O", "C", "C", "C", "N", "C", "F", "H", "H", "H", "H", "H", "H", "H", "H", "H", "H", "H", "H", "H", "H", "H", "H", "H", "H", "H", "C", "N", "O", "O", "H", "H", "H", "C", "N", "O", "O", "H", "H", "H", "C", "N", "O", "O", "H", "H", "H", "C", "N", "O", "O", "H", "H", "H", "C", "N", "O", "O", "H", "H", "H", "C", "N", "O", "O", "H", "H", "H", "C", "N", "O", "O", "H", "H", "H", "C", "N", "O", "O", "H", "H", "H", "C", "N", "O", "O", "H", "H", "H", "C", "N", "O", "O", "H", "H", "H", "C", "N", "O", "O", "H", "H", "H"],
  "positions_angstrom": [[-1.251, -0.178, 2.157], [-0.799, -0.237, 0.681], [-1.563, -1.241, -0.145], [-2.133, -0.917, -1.154], [-1.624, -2.537, 0.275], [-0.386, -3.278, 0.015], [0.553, -3.148, 1.225], [2.053, -2.893, 0.942], [2.488, -1.756, 1.795], [3.052, -0.715, 1.019], [3.112, 0.434, 1.358], [3.566, -1.345, -0.288], [4.949, -1.923, 0.063], [3.549, -0.496, -1.551], [4.450, 0.670, -1.458], [2.450, -2.398, -0.450], [2.768, -3.402, -1.330], [-2.301, -0.463, 2.248], [-1.161, 0.832, 2.555], [-0.648, -0.820, 2.798], [-0.899, 0.756, 0.253], [0.268, -0.480, 0.670], [0.028, -2.895, -0.918], [-0.724, -4.297, -0.155], [0.169, -2.365, 1.867], [0.474, -4.065, 1.811], [2.608, -3.766, 1.288], [3.042, -2.012, 2.596], [5.700, -1.180, -0.187], [5.175, -2.833, -0.492], [5.034, -2.080, 1.138], [2.533, -0.159, -1.796], [3.886, -1.138, -2.369], [4.268, 1.206, -2.301], [4.069, 1.241, -0.707], [1.597, -1.816, -0.817], [9.499, -2.325, -1.418], [8.360, -1.432, -1.070], [8.014, -1.381, 0.097], [7.848, -0.817, -1.975], [9.847, -2.808, -0.513], [9.137, -3.054, -2.135], [10.273, -1.703, -1.857], [0.402, 4.100, 0.316], [0.834, 4.001, -1.101], [0.380, 4.810, -1.892], [1.611, 3.119, -1.393], [-0.290, 4.928, 0.406], [-0.074, 3.164, 0.574], [1.286, 4.271, 0.924], [-3.357, -0.790, -3.849], [-3.886, -1.032, -5.219], [-3.805, -2.155, -5.670], [-4.367, -0.079, -5.797], [-2.962, -1.717, -3.455], [-2.579, -0.037, -3.928], [-4.181, -0.429, -3.242], [-3.757, 4.254, -1.717], [-2.892, 4.063, -0.523], [-2.886, 4.930, 0.324], [-2.238, 3.039, -0.476], [-4.271, 5.202, -1.617], [-3.109, 4.243, -2.588], [-4.456, 3.424, -1.745], [-4.575, -3.602, -0.206], [-5.837, -2.828, -0.075], [-6.345, -2.746, 1.025], [-6.277, -2.320, -1.087], [-4.305, -3.990, 0.769], [-4.760, -4.405, -0.914], [-3.816, -2.922, -0.580], [-8.679, -0.761, -0.013], [-9.699, 0.273, 0.314], [-10.864, -0.071, 0.384], [-9.301, 1.404, 0.494], [-9.182, -1.711, -0.144], [-8.181, -0.452, -0.925], [-7.977, -0.801, 0.812], [9.204, -2.956, 3.181], [9.629, -3.927, 2.137], [8.777, -4.367, 1.395], [10.808, -4.210, 2.098], [8.137, -2.798, 3.087], [9.461, -3.384, 4.145], [9.751, -2.034, 3.009], [2.125, 7.974, -1.600], [1.228, 8.243, -0.443], [1.389, 7.580, 0.561], [0.395, 9.109, -0.587], [2.809, 7.181, -1.323], [1.495, 7.677, -2.433], [2.661, 8.891, -1.824], [3.140, 4.499, -4.548], [3.572, 3.141, -4.970], [3.939, 2.374, -4.105], [3.516, 2.889, -6.153], [3.238, 4.570, -3.472], [3.774, 5.221, -5.055], [2.104, 4.615, -4.853], [2.148, -3.249, 6.395], [1.769, -3.252, 4.956], [1.147, -2.306, 4.528], [2.120, -4.212, 4.297], [1.773, -2.338, 6.845], [1.702, -4.128, 6.849], [3.232, -3.299, 6.446], [-12.703, 0.015, 2.613], [-13.690, 0.410, 3.656], [-13.594, -0.102, 4.753], [-14.529, 1.225, 3.336], [-12.027, -0.713, 3.045], [-13.257, -0.407, 1.781], [-12.175, 0.909, 2.302]],
  "max_force_ha_per_bohr": 0.025,
  "energy_ha": -3561.11160,
  "e_lumo_ev": -0.45,
  "gap_ev": 8.6069
}